Formula: C4H12N4
Source: the Open Molecules 2025 dataset
Level of theory: the ωB97M-V functional and the def2-TZVPD basis

The geometry in XYZ format:
```
20
Properties=species:S:1:pos:R:3:forces:R:3
C -0.973569 1.169528 -1.529601 0.4 0.0 0.0
C -1.101926 0.403326 -0.249927 -1.4 -0.8 -0.4
C -1.566931 -1.045182 -0.432227 0.1 0.8 0.7
C -1.504272 -1.950118 0.536387 0.3 0.0 -0.2
N -1.032109 1.021473 0.851029 0.7 0.3 0.3
H -1.161796 0.442192 1.678637 -0.3 -0.3 -0.2
H -2.067122 -1.278755 -1.364552 0.2 0.0 -0.1
H -0.193347 0.725595 -2.146568 0.0 0.0 -0.1
H -1.911184 1.131400 -2.080874 -0.1 0.0 -0.1
H -0.719152 2.206620 -1.326110 0.0 0.0 0.0
H -1.004653 -1.740529 1.471831 0.0 0.1 0.1
H -1.872677 -2.955335 0.409193 -0.1 -0.1 -0.1
N 1.826534 -0.433811 0.194134 0.4 -0.5 0.0
N 1.671443 -0.289750 1.591054 -0.3 0.2 -0.1
N 2.168701 0.713329 -0.557108 -0.4 0.0 0.1
H 1.045637 -0.963482 -0.215480 0.6 0.8 0.4
H 1.097501 0.528412 1.820748 0.2 -0.1 -0.2
H 2.586256 -0.158940 2.015228 -0.1 -0.1 -0.2
H 3.134504 0.961588 -0.357883 -0.2 -0.2 0.0
H 1.578162 1.512438 -0.307908 0.1 -0.1 0.1
```
Forces are in eV/Å.

Properties
LUMO level ... 0.6 eV
HOMO ... -9.1 eV


Formula: C4H12N4
Source: the Open Molecules 2025 dataset
Level of theory: the ωB97M-V functional and the def2-TZVPD basis

The geometry in XYZ format:
```
20
Properties=species:S:1:pos:R:3:forces:R:3
C 1.053737 1.119412 1.706736 -1.3 0.6 0.1
N 2.256702 -0.572901 -0.953252 -0.9 -0.4 -0.2
N 1.307145 0.164582 -0.369728 2.6 0.4 5.2
N 1.289530 -0.095942 0.967754 2.0 0.9 -3.9
H 2.499494 -1.439278 -0.474750 0.1 0.2 0.0
H 2.221959 -0.576205 -1.962219 -0.3 -0.2 0.0
H 1.569769 1.042979 2.667227 0.1 0.0 -0.1
H -0.017088 1.269794 1.933481 0.3 0.0 0.1
H 1.396981 2.023945 1.186588 0.1 -0.2 0.1
C -1.258068 0.569373 -1.604492 0.1 -0.1 0.2
N -1.735099 -0.487299 1.132435 0.6 0.1 0.2
C -0.872431 -1.087267 0.281171 -1.5 -0.4 -3.7
C -0.656379 -0.682500 -1.036551 -2.3 -1.5 1.5
H -1.853971 -0.873638 2.056354 0.0 0.5 -0.1
H -2.146827 0.389422 0.852049 -0.1 -0.2 0.4
H -0.461578 -2.023551 0.626947 0.1 0.0 0.1
H -0.401133 -1.465785 -1.738576 0.6 0.1 0.2
H -0.964069 0.687884 -2.647580 -0.1 0.0 0.0
H -0.876786 1.444630 -1.071796 0.0 0.1 0.0
H -2.351889 0.592346 -1.551799 -0.1 0.0 -0.1
```
Forces are in eV/Å.

Properties
LUMO level (spin up / spin down) ... 0.7 / 0.7 eV
HOMO (spin up / spin down) ... -6.7 / -6.7 eV


Formula: C4H12N4
Source: the Open Molecules 2025 dataset
Level of theory: the ωB97M-V functional and the def2-TZVPD basis

The geometry in XYZ format:
```
20
Properties=species:S:1:pos:R:3:forces:R:3
C -3.162826 -0.600827 0.484807 0.1 0.4 0.0
C 3.627851 -0.434418 0.148022 0.2 -0.2 0.5
N -2.283016 0.546731 0.488733 -0.6 -0.4 1.0
N 2.611633 0.114438 -0.705139 1.0 -0.2 -0.2
C -0.043891 0.013287 0.242471 0.6 -2.1 -0.5
N -2.446994 1.307728 -0.572132 -0.4 0.8 -1.0
N 0.391457 1.278560 0.192926 0.9 0.6 -0.2
C -0.044711 -1.188545 0.021622 0.0 0.8 0.3
H 2.762583 -0.199263 -1.662224 0.0 -0.1 0.0
H -1.713831 2.006037 -0.663768 -0.2 -0.3 -0.1
H -2.754311 0.884810 -1.450306 0.1 0.0 0.2
H 0.311220 1.775566 1.072316 0.0 0.0 -0.1
H 1.395933 1.157151 -0.182385 -1.3 0.5 0.6
H -0.228125 -2.223695 -0.123502 -0.1 0.0 0.0
H -2.807407 -1.308342 1.230128 0.0 0.0 0.0
H -4.175450 -0.277973 0.760666 0.0 -0.1 0.0
H -3.217794 -1.101842 -0.492741 0.1 0.0 0.0
H 3.750799 -1.527779 0.063611 -0.2 0.2 -0.2
H 4.631841 -0.007723 -0.048078 -0.4 0.0 -0.2
H 3.395038 -0.213899 1.194975 0.0 0.0 -0.2
```
Forces are in eV/Å.

Properties
LUMO level (spin up / spin down) ... 1.0 / -0.6 eV
HOMO (spin up / spin down) ... -8.0 / -6.5 eV


Formula: C4H12N4O
Source: the Open Molecules 2025 dataset
Level of theory: the ωB97M-V functional and the def2-TZVPD basis

The geometry in XYZ format:
```
21
Properties=species:S:1:pos:R:3:forces:R:3
C -1.497181 0.026280 -1.190382 0.1 0.2 0.0
C -1.027426 -0.077252 1.312542 -0.1 -0.2 -0.1
C -0.525676 -0.337168 -0.085409 0.5 1.1 0.0
O 0.240962 -2.350346 0.820969 0.2 0.2 0.1
N 0.074421 -1.550640 -0.359726 0.8 -0.7 -0.3
H 0.217583 -3.251949 0.477597 -0.1 0.2 0.0
H -1.056841 -0.135055 -2.173840 0.0 0.0 0.0
H -1.817329 1.065347 -1.112810 0.0 0.1 0.0
H -2.381911 -0.611879 -1.116669 0.0 0.0 0.1
H -1.397272 0.943266 1.403605 0.1 0.1 -0.1
H -0.245242 -0.251871 2.047239 0.0 0.0 0.0
H -1.872574 -0.732650 1.536319 0.1 -0.1 0.0
N 2.407758 -0.520056 -0.528975 -0.4 1.1 0.6
N 0.602511 2.364020 0.191726 -0.1 0.0 0.2
C 0.894730 1.103145 -0.366875 -0.9 -0.7 -0.4
N 1.965472 0.473369 0.174622 0.7 -1.2 -0.3
H 3.105490 -1.002040 0.044678 -0.1 0.1 0.0
H 1.115902 -1.364372 -0.716661 -1.0 -0.1 0.3
H 0.678840 2.371683 1.200584 0.0 0.0 0.0
H -0.285096 2.742219 -0.105524 0.0 0.0 0.0
H 0.802878 1.095950 -1.453010 0.1 0.0 0.0
```
Forces are in eV/Å.

Properties
LUMO level ... 0.6 eV
HOMO ... -7.8 eV


Formula: C4H12N4O
Source: the Open Molecules 2025 dataset
Level of theory: the ωB97M-V functional and the def2-TZVPD basis

The geometry in XYZ format:
```
21
Properties=species:S:1:pos:R:3:forces:R:3
C -1.831921 -0.571949 0.983199 0.1 -0.2 0.1
C 0.723363 0.637303 1.746744 -0.1 0.2 -0.3
N -0.760682 -0.446289 -0.028142 0.3 1.2 -1.1
C 0.644290 -0.307544 0.572292 0.3 -0.7 0.1
N -0.771783 -1.525988 -0.970496 -0.1 0.2 0.0
N 1.539750 -1.214648 0.442044 -0.7 0.6 -0.2
H -0.845563 -2.417508 -0.483775 0.0 0.1 0.1
H -1.587086 -1.427371 -1.568721 0.1 0.1 0.1
H 1.320289 -1.820523 -0.347295 0.0 0.0 0.1
H -2.782913 -0.772026 0.487006 0.1 0.3 -0.1
H -1.631818 -1.418162 1.646128 0.1 0.0 0.0
H -1.895667 0.328088 1.590455 0.0 0.0 -0.2
H 0.559569 0.089197 2.679787 0.0 0.0 -0.1
H 1.724693 1.065203 1.755294 -0.1 -0.1 0.0
H 0.011656 1.459361 1.680484 0.0 0.0 -0.1
N 1.714899 1.423819 -2.071622 0.0 0.2 0.2
C 0.714700 1.367409 -1.178537 2.1 -0.9 0.3
O -0.369027 1.958025 -1.415636 -1.5 -0.8 0.1
H 2.527561 0.866144 -1.855232 0.0 0.3 -0.2
H 1.697665 2.022056 -2.890790 0.0 -0.1 -0.1
H -0.701977 0.705403 -0.773187 -0.7 -0.5 1.0
```
Forces are in eV/Å.

Properties
LUMO level ... 0.6 eV
HOMO ... -6.8 eV


Formula: C4H12NO
Source: the Open Molecules 2025 dataset
Level of theory: the ωB97M-V functional and the def2-TZVPD basis

The geometry in XYZ format:
```
18
Properties=species:S:1:pos:R:3:forces:R:3
C -1.153612 0.645184 0.289241 -0.5 -0.5 0.4
C -0.518698 0.243516 -1.029427 0.5 1.4 -0.1
C -0.276076 -1.208089 -1.060899 0.9 -2.1 -0.5
N -1.223232 0.631094 -2.261905 -0.2 -0.8 -0.4
H -0.357594 0.398991 1.043713 -0.5 0.3 -0.3
H -1.479185 1.695280 0.317622 0.1 -0.1 -0.1
H -2.035323 -0.006992 0.474129 0.2 0.4 0.0
H 0.483790 0.700406 -1.021982 -0.3 0.2 -0.3
H 0.282113 -1.535771 -1.985586 -0.5 0.5 0.7
H 0.326048 -1.518100 -0.185898 -0.4 0.3 -0.3
H -1.228655 -1.747122 -1.064432 -0.1 -0.2 0.0
H -1.340151 1.611853 -2.376735 0.0 0.9 0.2
H -2.154956 0.218925 -2.300016 0.2 0.0 0.2
C 1.872365 -0.017697 2.505961 -0.3 -0.5 -1.6
O 1.284428 -0.304401 1.255054 0.8 0.2 2.0
H 2.820134 0.528018 2.362319 0.3 0.1 0.2
H 1.289026 0.631542 3.211447 -0.2 -0.2 -0.2
H 2.138079 -0.936964 3.089058 -0.1 0.2 0.0
```
Forces are in eV/Å.

Properties
LUMO level ... 4.3 eV
HOMO ... -2.5 eV
Total charge ... -1


F_max values (in eV/Å) by entry order: 1.61, 5.79, 2.24, 1.39, 2.28, 2.34.
Energy above the lowest of the compared OMol25 structures with the same formula, charge and spin values (in kJ/mol) by entry order: 281.32, 464.35, 672.09, 467.31, 477.22, 71.27.